ORCA calculation (wB97M-V/def2-TZVPD) on a cluster of 14 separate species, C32H74N22O8 in total.

Element x y z (Å)
H1 3.765 -2.724 -0.719
H2 -0.065 0.343 -2.117
N1 -4.349 -1.119 2.339
H3 -4.831 -0.784 5.429
C1 0.683 6.142 2.615
H4 -1.633 -3.470 1.183
C2 7.074 -1.070 1.787
H5 1.344 1.111 0.242
H6 -3.425 3.251 -1.445
C3 -0.809 -0.442 4.036
N2 0.490 -4.364 -0.735
H7 -3.257 -4.581 -2.382
N3 4.672 -4.442 1.817
N4 -4.033 2.636 2.268
H8 4.934 1.249 4.133
H9 -3.759 -1.230 -2.055
H10 0.411 4.124 3.290
H11 -3.092 -3.173 -3.212
C4 4.261 -3.260 1.117
H12 -1.780 -0.974 4.118
C5 -0.213 -0.640 -1.594
H13 6.249 -0.256 -3.928
H14 -3.979 -1.849 1.701
H15 -1.336 4.492 4.952
H16 1.121 5.200 4.496
H17 1.693 6.050 2.241
H18 0.031 5.910 1.759
C6 0.675 -0.812 -0.364
H19 -2.125 -2.716 2.576
H20 -3.674 1.686 2.018
C7 3.959 0.413 -2.271
H21 -2.976 -1.226 -0.560
H22 -0.128 -1.482 -2.233
H23 -0.415 3.310 -2.925
C8 -0.576 0.930 0.856
H24 0.589 -3.648 -3.843
C9 4.911 0.895 -5.098
H25 0.275 3.990 -5.470
H26 0.210 -1.697 0.102
C10 -4.083 1.606 -2.559
O1 -3.702 0.672 -3.192
H27 -6.494 4.286 3.543
N5 0.231 -4.059 -2.970
H28 0.330 -1.840 5.309
H29 1.226 3.958 -2.983
N6 0.608 -0.547 -4.948
O2 -6.060 1.712 2.861
H30 -3.582 -0.391 -4.939
N7 4.602 -3.153 -0.314
C11 5.780 1.040 3.438
H31 -5.858 1.751 -3.578
H32 4.544 -0.179 2.105
O3 3.775 -2.302 1.733
N8 3.735 1.345 -1.639
H33 4.686 -1.598 -2.724
N9 -4.902 -0.620 4.456
C12 0.572 3.171 -3.394
H34 -1.000 6.211 4.907
C13 6.462 0.149 1.245
C14 -0.750 -4.117 2.867
H35 -4.049 -0.502 -6.645
N10 -3.060 -2.501 -7.362
H36 4.785 1.489 1.596
C15 5.311 0.609 2.060
C16 5.253 -0.341 -4.362
H37 1.089 -0.074 1.509
C17 -2.166 5.419 3.326
H38 7.180 0.956 0.984
H39 -1.279 -0.600 -1.245
H40 5.285 -1.217 -4.999
H41 -1.244 1.884 -5.199
H42 3.881 0.831 -5.591
H43 1.655 2.824 -5.159
C18 1.087 -3.961 -1.893
H44 3.221 -1.037 -3.492
H45 4.420 -4.535 2.776
H46 -2.200 -3.747 4.341
H47 4.584 -4.060 -0.769
H48 -0.761 -4.713 4.777
N11 -3.053 5.489 2.618
C19 -5.345 2.711 2.661
H49 -0.322 -0.552 6.185
C20 4.260 -0.692 -3.149
H50 -2.971 -3.473 -7.626
H51 -2.420 1.943 -1.356
H52 -5.148 4.728 2.619
O4 2.187 -3.399 -1.902
N12 -1.349 -3.127 2.090
H53 -0.733 -3.854 -2.776
N13 -3.456 -0.742 -5.861
N14 -1.412 2.107 3.812
C21 0.178 -0.772 5.239
H54 2.189 -0.357 4.359
H55 -2.946 -1.929 -8.193
H56 6.316 0.208 3.886
H57 -0.159 -5.099 -0.861
H58 -5.946 2.568 -2.170
C22 0.732 0.317 0.600
H59 6.216 -0.088 0.256
H60 4.870 1.713 -4.395
H61 5.587 -4.743 1.652
C23 -1.037 5.329 4.331
O5 0.102 -4.865 2.414
N15 -1.573 1.532 0.892
N16 -5.343 2.244 -2.898
H62 1.314 1.035 4.921
N17 -3.381 2.244 -1.552
H63 -0.364 -0.767 3.128
N18 -3.060 -3.592 -2.287
C24 0.624 3.089 -4.902
O6 -2.851 -2.844 -5.094
C25 -4.225 -1.516 3.642
H64 1.695 -1.138 -0.639
N19 -5.884 4.057 2.724
O7 -3.617 -2.527 3.988
O8 -3.094 -3.603 -0.005
H65 5.564 1.215 -5.882
C26 0.302 0.549 -5.157
H66 -0.315 1.986 -6.554
H67 6.482 1.896 3.444
C27 -0.206 1.880 -5.492
N20 -1.303 -4.152 4.119
H68 0.828 -4.364 0.209
H69 -5.325 0.197 4.054
C28 -1.218 0.982 3.924
H70 0.561 7.160 2.884
N21 -3.643 -1.712 -1.161
C29 -3.061 -2.055 -6.029
N22 7.587 -1.986 2.283
H71 -5.089 -0.541 1.909
H72 2.060 -0.043 6.119
H73 -3.444 3.450 2.210
C30 1.513 -0.035 5.180
C31 0.388 5.118 3.684
H74 1.058 2.277 -3.015
C32 -3.321 -3.051 -1.084

Summary:
Largest force on an atom: 4.2 eV Å⁻¹
Frontier orbital gap: 9.58 eV